(1)
# C3H6N3

2 unconnected molecules or ions with the total composition C3H6N3 (ωB97M-V/def2-TZVPD, the Open Molecules 2025 dataset).

```
12
Properties=species:S:1:pos:R:3:forces:R:3:nbo_charge:R:1
C -1.9319 0.6864 -0.2612 0.1 2.2 -0.7 0.23
C -0.8916 -0.9537 0.5998 -0.2 0.0 -1.1 0.20
C 2.0431 -0.2499 0.0662 -2.4 2.1 -0.9 -0.15
N -2.1309 -0.4304 0.3449 0.2 -1.6 1.0 -0.40
N -0.6037 0.9429 -0.4190 -0.2 0.0 -0.1 -0.34
N -0.0093 -0.0876 0.1276 5.3 -2.0 1.0 -0.17
H -2.6446 1.4697 -0.4950 -0.2 -0.5 -0.2 0.25
H -0.6131 -2.0079 0.9097 -0.6 1.8 0.0 0.26
H 1.8972 -1.1871 -0.3403 0.2 -1.6 -1.3 0.21
H 2.4324 0.6200 -0.5300 -0.9 -1.1 0.4 0.24
H 2.4486 -0.2927 1.0326 -0.2 0.3 1.6 0.22
H 0.0038 1.4903 -1.0353 -1.0 0.3 0.3 0.45
```
Forces are in eV/Å.

As for the strongest force on any atom: 0.1107 Eh/bohr. As for the net charge: +1. The calculation puts the energy above the lowest of the compared OMol25 structures with the same formula, charge and spin at 255.9 kJ/mol. Its total energy is -281.8204 hartree. Its HOMO-LUMO gap is 10.246 eV.


(2)
# C18H28BF4N6ORuS2Si

A molecular structure, C18H28BF4N6ORuS2Si (ωB97M-V/def2-TZVPD, the Open Molecules 2025 dataset).

```
62
Properties=species:S:1:pos:R:3:forces:R:3:nbo_charge:R:1
Ru 0.3591 0.3637 0.2422 -4.0 -2.0 1.4 0.88
C 1.0314 0.0717 3.1706 0.2 -0.1 0.2 -0.25
C 1.1576 1.5762 3.1634 0.0 0.0 0.1 -0.25
N 0.8676 2.0867 1.8142 0.4 -0.6 -1.2 -0.66
C -0.8341 3.3764 0.5489 0.0 0.1 0.1 0.08
C -2.1599 2.6570 0.7671 -0.2 -0.2 -0.1 -0.59
S -2.1518 0.8704 0.3903 1.7 0.0 -0.3 0.47
C -2.5276 0.0741 1.9648 -0.3 0.0 -0.1 -0.54
C -1.4232 0.1927 2.9732 -0.1 0.1 0.0 -0.27
N -0.1741 -0.3120 2.4151 0.9 0.1 -0.7 -0.56
H 1.0076 -0.2905 4.2036 -0.1 0.0 0.0 0.20
H 1.8858 -0.3733 2.6669 0.0 -0.1 0.0 0.25
H 2.1659 1.8382 3.4827 0.0 0.1 0.0 0.24
H 0.4658 2.0301 3.8652 0.0 0.1 0.0 0.24
H 1.7520 2.1233 1.3094 0.2 0.4 0.2 0.43
H -0.6769 2.8153 -1.3438 0.1 0.0 0.0 0.49
H -1.0673 4.4164 0.3217 0.0 0.1 0.0 0.22
H -2.8758 3.0733 0.0567 -0.1 0.0 0.0 0.24
H -2.5652 2.7870 1.7646 -0.1 0.1 0.0 0.29
H -2.7052 -0.9662 1.6804 -0.1 0.0 0.1 0.23
H -3.4529 0.4972 2.3547 0.0 0.0 0.0 0.26
H -1.7115 -0.3511 3.8780 0.1 0.0 0.1 0.22
H -1.3050 1.2342 3.2479 0.0 0.0 0.1 0.26
H -0.2015 -1.3219 2.3575 -0.1 0.1 0.0 0.38
C -1.6713 -3.9163 -4.6848 0.0 0.0 0.0 -1.11
Si -0.1280 -2.9457 -4.2535 -0.1 -0.2 -0.1 1.63
C -0.1578 -1.3258 -5.1755 0.0 0.1 0.2 -1.12
C 1.4093 -3.9088 -4.7023 0.0 0.0 0.0 -1.11
C -0.1429 -2.8428 -2.3525 0.0 0.0 0.1 -0.48
C -0.1396 -4.0441 -1.6577 0.0 0.1 -0.1 -0.10
C -0.1210 -4.0876 -0.2638 -0.1 0.0 0.1 -0.27
C -0.1226 -2.8992 0.4207 0.0 0.1 0.2 0.07
N -0.1561 -1.7232 -0.2148 0.7 1.1 -0.1 -0.44
C -0.1355 -1.6869 -1.5549 -0.2 -0.3 -0.3 0.10
S -0.0694 -0.0579 -2.1125 0.5 0.6 0.6 0.01
H -1.7264 -4.0893 -5.7627 0.0 0.0 0.0 0.24
H -2.5686 -3.3683 -4.3877 0.0 0.0 0.0 0.24
H -1.6940 -4.8904 -4.1909 0.0 0.0 0.0 0.23
H -0.1653 -1.5343 -6.2487 0.0 0.0 0.0 0.25
H 0.7177 -0.7133 -4.9546 0.0 0.0 0.0 0.26
H -1.0468 -0.7382 -4.9380 0.0 0.0 0.0 0.25
H 1.4644 -4.0574 -5.7837 0.0 0.0 0.0 0.24
H 1.4257 -4.8937 -4.2301 0.0 0.0 0.0 0.24
H 2.3082 -3.3723 -4.3907 0.0 0.0 0.0 0.25
H -0.1403 -4.9773 -2.2121 0.0 0.0 0.1 0.22
H -0.1021 -5.0233 0.2758 0.0 0.0 0.0 0.23
H -0.1131 -2.8824 1.5029 0.1 -0.1 0.0 0.19
F 2.4054 -0.9164 0.4669 0.0 0.2 0.0 -0.56
B 3.3497 0.1725 0.2900 0.0 0.2 0.0 1.35
F 4.4884 -0.2398 -0.3218 -0.1 0.0 0.0 -0.52
F 3.5523 0.7627 1.5422 0.1 -0.1 -0.1 -0.56
F 2.6014 1.1021 -0.5107 0.1 0.1 0.0 -0.56
N 1.1668 4.4394 1.1738 0.1 -0.2 -0.1 -0.84
C 0.2092 3.4725 1.6680 -0.2 0.3 0.5 0.30
O -0.1415 2.7835 -0.5420 0.3 0.2 -0.4 -0.73
C -0.3567 3.9950 2.9596 0.0 0.1 0.0 -0.59
C 0.4650 4.8241 3.7534 -0.1 0.0 0.1 0.30
N 1.1384 5.4949 4.4149 0.1 -0.1 -0.1 -0.41
C -1.5624 3.5869 3.5314 0.0 0.1 0.1 0.30
N -2.5720 3.2463 4.0037 0.1 -0.2 -0.1 -0.49
H 1.5779 4.1422 0.2976 0.1 -0.1 0.0 0.38
H 1.8930 4.6436 1.8499 -0.1 0.1 0.0 0.39
```
Forces are in eV/Å.

As for the strongest force on any atom: 0.0916 Eh/bohr. As for the net charge: 0. The calculation puts the energy above the lowest of the compared OMol25 structures with the same formula, charge and spin at 393.4 kJ/mol. The spin multiplicity is 2. Its total energy is -2711.7495 hartree. Its HOMO-LUMO gap (alpha / beta) is 5.703 / 5.552 eV.


The lowest net charge belongs to which entry?
C18H28BF4N6ORuS2Si